Entry 1:
{
  "formula": "C49H43Cl2O10P3Si",
  "method": "ωB97M-V/def2-TZVPD",
  "elements": ["H", "H", "C", "C", "H", "H", "H", "C", "H", "P", "O", "C", "C", "H", "C", "C", "C", "H", "H", "O", "C", "O", "C", "P", "O", "C", "C", "H", "C", "C", "H", "H", "C", "C", "H", "C", "H", "H", "C", "H", "C", "H", "O", "H", "P", "C", "Si", "H", "C", "C", "C", "C", "H", "H", "C", "H", "H", "C", "C", "O", "H", "C", "C", "Cl", "C", "C", "H", "H", "C", "Cl", "O", "H", "H", "C", "H", "H", "H", "C", "C", "C", "H", "C", "C", "H", "C", "H", "C", "H", "C", "O", "C", "H", "H", "C", "O", "H", "O", "H", "H", "C", "C", "C", "H", "H", "C", "H", "C", "C"],
  "positions_angstrom": [[-0.070, -2.663, -4.586], [8.710, -0.522, -7.645], [7.265, 1.266, -4.548], [-9.373, -4.349, 3.882], [-11.755, -4.588, 5.026], [2.783, -0.475, -3.588], [-1.274, 3.105, -0.070], [-10.446, -3.291, 7.876], [-4.997, -2.939, 4.560], [-6.720, -1.842, -1.671], [-2.591, 1.958, -1.193], [-4.979, 0.035, -5.042], [8.787, 2.463, 2.899], [-4.405, -3.082, -1.137], [2.837, 0.931, -1.954], [-7.580, -4.543, 2.178], [8.106, 2.724, 1.709], [-4.325, -3.624, 2.266], [-8.325, -4.985, 1.531], [-7.180, -3.252, -1.044], [5.374, 1.582, -2.863], [-10.201, -4.803, 3.121], [-7.956, -4.153, 3.458], [-4.734, -1.757, -0.809], [-6.569, -2.661, 6.444], [-9.733, -3.964, 5.278], [-0.859, -1.628, -2.861], [10.005, 1.265, -6.531], [-11.037, -4.166, 5.715], [3.593, 1.892, -1.291], [10.303, 1.312, 3.861], [4.737, 7.035, 3.955], [9.787, 1.498, 2.928], [8.430, 2.018, 0.555], [5.459, 2.972, -1.238], [-2.549, 0.579, -0.874], [-2.321, -1.072, -4.310], [-12.407, -3.990, 7.349], [-9.147, -3.082, 7.445], [-8.398, -2.660, 8.100], [4.859, 2.225, -1.742], [3.188, 2.391, -0.420], [7.377, 2.814, -2.764], [5.918, 6.546, 6.072], [-4.332, 1.017, -3.622], [8.303, -0.021, -6.777], [-3.456, -0.449, -2.209], [9.066, 2.407, -4.531], [-7.381, -3.170, 5.703], [6.150, 5.980, 5.180], [-7.015, -3.580, 4.316], [9.423, 1.053, 0.593], [1.017, -2.608, -3.188], [7.640, 4.755, 6.141], [-0.023, -2.719, -3.497], [1.844, 0.693, -1.602], [-1.412, 3.493, -1.804], [-2.317, -1.542, -3.322], [-8.786, -3.416, 6.145], [-7.536, -0.739, -0.832], [-5.637, 1.761, -1.704], [4.626, 0.601, -3.514], [5.484, 6.253, 3.989], [-3.024, -3.167, -3.586], [5.776, 5.527, 2.847], [6.740, 4.526, 2.888], [-5.920, 2.770, -3.118], [9.673, 0.505, -0.306], [6.734, 1.964, -3.343], [-0.139, -0.025, -3.258], [6.398, 3.948, 0.627], [-4.687, 0.536, -5.966], [-7.437, -0.848, 0.124], [6.529, 0.264, -5.182], [-4.575, -0.979, -5.046], [5.269, 5.722, 1.912], [-6.059, -0.059, -4.989], [-5.341, -3.778, 2.604], [7.055, -0.380, -6.296], [-6.275, -4.360, 1.753], [-5.986, -4.660, 0.755], [-5.801, 1.739, -2.783], [5.174, -0.132, -4.693], [-0.796, -1.704, -1.773], [8.460, 3.197, 4.157], [6.471, -1.157, -6.770], [7.026, 3.751, 1.645], [-10.725, -3.034, 8.889], [10.102, 0.795, 1.778], [4.548, -1.018, -5.233], [8.516, 1.624, -5.036], [7.899, 2.243, -0.362], [-1.520, 0.234, -0.707], [3.352, 0.278, -3.061], [-6.966, -1.670, -3.104], [-3.084, 0.418, 0.072], [9.026, 2.946, 5.199], [-8.008, -3.553, -1.453], [-6.710, 1.171, -2.989], [7.111, 4.984, 5.226], [9.032, 0.983, -6.149], [-11.391, -3.831, 7.010], [10.882, 0.045, 1.802], [-0.372, -3.698, -3.168], [-5.709, -3.390, 3.882], [-0.522, 2.047, -1.293], [7.412, 4.257, 4.081], [-1.385, 2.681, -1.077]],
  "lowdin_charge": [0.088, 0.107, -0.083, -0.278, 0.120, 0.092, 0.089, -0.057, 0.120, 0.189, -0.297, -0.343, -0.083, -0.145, -0.081, -0.003, -0.075, 0.101, 0.120, -0.214, -0.077, 0.106, -0.083, 0.669, 0.107, -0.083, -0.777, 0.107, -0.002, -0.044, 0.120, 0.107, -0.003, 0.009, 0.094, -0.378, 0.041, 0.107, -0.002, 0.120, 0.006, 0.109, 0.100, 0.107, 0.780, -0.058, 0.317, 0.120, -0.278, -0.057, -0.084, -0.051, 0.073, 0.120, -0.153, 0.056, 0.092, -0.845, -0.083, -0.190, 0.028, -0.080, -0.057, 0.594, -0.003, -0.081, 0.026, 0.109, -0.274, 0.710, 0.099, 0.025, 0.070, -0.081, 0.009, 0.119, 0.022, -0.064, -0.003, -0.075, 0.093, -0.339, -0.276, 0.094, -0.277, 0.120, -0.263, 0.107, -0.056, 0.106, -0.003, 0.100, 0.064, -0.018, -0.313, 0.056, 0.107, 0.094, 0.024, -0.002, -0.058, -0.057, 0.107, 0.062, -0.001, 0.045, -0.082, -0.112],
  "e_homo_ev": -8.1,
  "lumo_energy_ha": -0.0373,
  "mol_weight_g_mol": 983.79,
  "smiles": "COC[Si@](PP(=O)(O)O)([C@H](Cl)[C@@H](C)Cl)P(C)C.O=C1c2ccccc2C(=O)c2ccccc21.O=C1c2ccccc2C(=O)c2ccccc21.O=C1c2ccccc2C(=O)c2ccccc21",
  "homo_lumo_gap_ev": 7.055
}

=====

Entry 2:
{
  "formula": "C10H16N4O2PPtS2",
  "method": "ωB97M-V/def2-TZVPD",
  "elements": ["C", "H", "N", "H", "C", "C", "H", "N", "C", "H", "H", "H", "H", "H", "O", "C", "N", "C", "C", "P", "C", "H", "O", "H", "H", "Pt", "C", "C", "N", "H", "H", "H", "S", "S", "H", "H"],
  "positions_angstrom": [[0.341, 4.647, 3.808], [-0.568, 5.249, 3.783], [-1.692, -3.498, -1.860], [-2.661, -1.364, -4.065], [-1.175, -4.294, -0.839], [-1.196, 1.130, -2.759], [0.129, -3.735, 0.830], [-0.461, -2.196, -0.535], [-0.429, -3.479, -0.054], [4.231, 2.447, 1.128], [-0.590, 2.890, 2.955], [0.447, 4.223, 4.806], [5.563, 0.640, 3.215], [4.237, 2.746, 2.880], [3.148, 1.103, 2.273], [-1.245, -2.212, -1.648], [-0.849, 0.121, -1.889], [-1.446, -1.030, -2.346], [4.290, 1.974, 2.111], [1.709, 1.582, 1.818], [0.256, 3.556, 2.770], [-1.386, -5.345, -0.774], [1.469, 2.778, 2.841], [1.192, 5.299, 3.613], [0.165, 3.964, 1.762], [0.369, -0.156, -0.213], [-1.983, 0.642, -3.741], [5.535, 1.133, 2.244], [-2.143, -0.725, -3.494], [-2.437, 1.124, -4.587], [-2.289, -3.811, -2.600], [5.565, 0.372, 1.465], [0.461, 0.035, 2.142], [1.595, 2.153, -0.082], [6.419, 1.764, 2.149], [-0.852, 2.139, -2.611]],
  "lowdin_spin": [0.000, 0.000, 0.123, 0.006, 0.066, 0.021, -0.001, 0.239, 0.018, 0.003, 0.001, 0.000, 0.000, 0.000, 0.005, 0.126, 0.256, 0.180, 0.003, 0.028, 0.002, 0.006, 0.008, 0.000, 0.001, 1.335, 0.060, 0.000, 0.138, 0.005, 0.005, 0.000, 0.232, 0.132, 0.000, 0.000],
  "e_homo_ev": [-4.6, -7.5],
  "multiplicity": 4,
  "lumo_energy_ha": [0.0235, -0.0444],
  "mol_weight_g_mol": 514.45,
  "s_squared": 3.768,
  "homo_lumo_gap_ev": [5.254, 6.282],
  "e_above_lowest_ev": 0.2723
}

=====

Entry 3:
{
  "formula": "C6H15NSi",
  "method": "ωB97M-V/def2-TZVPD",
  "elements": ["H", "H", "H", "H", "C", "H", "H", "H", "H", "H", "C", "H", "C", "H", "H", "C", "C", "H", "H", "Si", "C", "N", "H"],
  "positions_angstrom": [[-2.484, 0.511, 1.814], [-1.413, 1.942, 1.895], [-0.830, 2.440, -1.013], [-3.586, -1.100, 0.084], [-1.632, -1.286, -0.629], [-1.753, 1.255, -1.849], [4.336, -0.284, -1.038], [-3.030, -2.850, -0.081], [2.116, 0.574, -1.719], [-0.774, 0.460, 2.571], [-1.348, 0.868, 1.760], [-2.040, -1.056, -1.597], [-2.745, -1.881, 0.176], [-2.506, -2.083, 1.259], [2.039, 0.260, 1.273], [2.442, 0.558, -0.730], [3.985, 0.573, -0.514], [4.516, 1.386, -0.972], [4.165, 0.415, 0.484], [-0.899, 0.321, 0.080], [1.665, 0.227, 0.322], [-1.325, 1.620, -0.994], [-0.808, -1.865, -0.966]],
  "lowdin_charge": [0.073, 0.023, -0.010, 0.105, -0.339, 0.032, 0.052, 0.037, 0.043, 0.014, -0.218, 0.055, -0.183, 0.084, -0.031, -0.260, -0.108, 0.056, 0.029, 0.622, -0.070, -0.055, 0.050],
  "e_homo_ev": -8.0,
  "lumo_energy_ha": 0.0337,
  "mol_weight_g_mol": 129.28,
  "homo_lumo_gap_ev": 8.948,
  "e_above_lowest_ev": 1.8586
}

=====

Entry 4:
{
  "formula": "C5H11N2O",
  "method": "ωB97M-V/def2-TZVPD",
  "elements": ["C", "C", "H", "O", "C", "H", "C", "H", "H", "N", "H", "H", "H", "H", "N", "H", "H", "H", "C"],
  "positions_angstrom": [[-2.413, -1.036, 0.221], [-1.194, -0.809, -0.285], [-1.027, 0.961, 0.685], [2.651, 1.303, 0.963], [-0.370, 0.177, 0.497], [-3.019, -0.541, 0.957], [1.711, 1.958, 0.441], [-0.738, -1.468, -0.996], [1.135, 2.684, 1.005], [1.746, -0.258, -0.837], [-2.871, -2.085, -1.444], [-2.949, -2.876, -0.055], [1.911, 2.520, -0.515], [-0.002, -0.235, 1.428], [-3.150, -2.045, -0.466], [2.593, 0.038, -1.065], [1.988, -0.987, -0.022], [0.376, 1.356, -1.259], [0.804, 0.766, -0.424]],
  "lowdin_charge": [-0.214, -0.115, 0.071, -0.298, -0.183, 0.096, -0.548, 0.094, 0.054, 0.000, 0.063, 0.008, 0.045, 0.108, -0.025, -0.024, 0.128, 0.098, -0.357],
  "e_homo_ev": -1.9,
  "lumo_energy_ha": 0.1387,
  "mol_weight_g_mol": 115.16,
  "charge": -1,
  "smiles": "N/C=C/C[C@H](N)C[O-]",
  "homo_lumo_gap_ev": 5.704,
  "e_above_lowest_ev": 2.4884
}

=====

Entry 5:
{
  "formula": "CH2ClFP2",
  "method": "ωB97M-V/def2-TZVPD",
  "elements": ["C", "Cl", "P", "F", "H", "H", "P"],
  "positions_angstrom": [[0.599, 0.165, 0.014], [2.121, 0.752, -0.037], [-1.025, 0.852, -0.413], [-1.979, 0.445, 0.945], [0.219, -0.702, -2.173], [0.361, -0.343, 2.541], [-0.298, -1.169, -0.877]],
  "lowdin_charge": [-1.426, 0.587, 0.667, -0.470, -0.095, 0.120, 0.617],
  "e_homo_ev": [-9.7, -8.8],
  "lumo_energy_ha": [-0.0538, -0.0122],
  "mol_weight_g_mol": 130.43,
  "homo_lumo_gap_ev": [8.274, 8.476],
  "e_above_lowest_ev": 4.3722
}

=====

Entry 6:
{
  "formula": "C3H7NO",
  "method": "ωB97M-V/def2-TZVPD",
  "elements": ["O", "C", "H", "N", "H", "H", "H", "H", "C", "C", "H", "H"],
  "positions_angstrom": [[0.657, -0.795, 0.333], [1.835, -0.002, 0.329], [1.911, 0.609, 1.238], [-0.673, 1.145, -0.031], [2.664, -0.713, 0.314], [-1.492, 1.212, -0.632], [-2.539, -0.560, -0.380], [-1.437, -1.948, -0.941], [-1.542, -0.965, -0.518], [-0.519, -0.246, -0.033], [-0.744, 1.613, 0.870], [1.881, 0.649, -0.548]],
  "lowdin_charge": [-0.078, -0.081, 0.087, 0.099, 0.089, 0.083, 0.052, 0.047, 0.030, -0.515, 0.100, 0.088],
  "e_homo_ev": -8.3,
  "lumo_energy_ha": 0.0361,
  "mol_weight_g_mol": 73.09,
  "smiles": "C=C(N)OC",
  "homo_lumo_gap_ev": 9.237,
  "e_above_lowest_ev": 2.0710
}

=====

For each record above, in turn, the calculated DFT total energy values are -4879.5408, -2017.2305, -581.7761, -381.7538, -1281.8972, -248.4504 Eh.